DFT (ωB97M-V/def2-TZVPD) results for a 5-piece molecular cluster, C25H49IN6O6P overall.

The geometry in XYZ format:
```
88
Properties=species:S:1:pos:R:3:forces:R:3
C 3.8010 1.7049 -0.9623 -0.16 0.34 -0.38
C 2.9995 1.5298 -2.3693 0.63 0.92 0.09
P 1.9586 -0.0516 -2.4123 0.56 -0.91 0.45
C 2.2873 -0.9143 -4.0980 -1.00 -0.02 -0.43
C 0.0968 0.3381 -2.3274 -2.05 -0.20 -0.31
C -0.4993 1.6438 -2.9011 -1.62 -2.82 1.91
N -1.8721 1.8904 -2.7627 3.95 -1.04 -0.54
N -2.6035 0.9856 -2.1456 -1.64 -2.38 1.48
C -4.0676 1.3824 -2.0099 -0.68 1.02 -0.53
C -5.0312 0.5828 -3.0066 -1.33 -0.56 1.49
C -6.4222 1.4095 -3.1551 0.68 -0.62 -1.24
I -7.2374 2.0724 -1.2382 0.29 -0.32 -0.69
C -2.3068 -0.2875 -1.5791 4.40 0.18 -0.56
C -3.3543 -1.2745 -0.8537 0.42 0.06 -1.62
O -2.6101 -2.1358 0.0385 -1.28 2.26 1.00
C -2.6895 -1.6795 1.3929 0.29 -2.21 4.15
C -2.7444 -0.1335 1.8340 -0.67 -0.35 -1.90
O -2.6777 -2.5434 2.2893 0.07 2.80 -3.59
C -0.7984 -0.7311 -1.6438 -1.96 4.63 -1.98
H 4.6524 2.4598 -1.1353 -1.29 -1.16 0.23
H 4.2549 0.7171 -0.6119 -0.78 1.36 -0.47
H 3.1251 2.1433 -0.1526 0.88 -0.83 -1.06
H 3.8155 1.4855 -3.1744 -1.46 -0.09 0.86
H 2.3649 2.4576 -2.5605 0.92 -1.06 0.17
H 1.8294 -0.3073 -4.9455 0.91 -0.87 0.86
H 1.7907 -1.9526 -4.1121 0.74 1.65 0.15
H 3.4059 -1.0747 -4.2277 -1.48 0.43 0.24
H 0.1804 2.4221 -3.4016 -1.49 -1.29 0.84
H -4.1946 2.5013 -2.2630 0.75 -1.78 0.38
H -4.3400 1.2906 -0.9048 0.24 -0.08 -1.68
H -4.5678 0.3051 -4.0084 -0.50 0.81 1.23
H -5.3434 -0.4140 -2.5101 0.62 1.46 -0.80
H -7.2370 0.7512 -3.6345 1.42 1.14 0.78
H -6.2507 2.3430 -3.7824 -0.35 -1.22 0.89
H -3.7586 -1.9562 -1.6915 0.57 1.03 1.35
H -4.2325 -0.7409 -0.3680 1.28 -0.67 -0.60
H -3.7377 0.2815 1.4282 1.45 -0.36 0.63
H -1.8928 0.4021 1.2941 -1.07 -0.52 0.97
H -2.7581 0.0143 2.9591 0.33 -0.64 -1.61
H -0.4164 -1.7172 -1.2340 -0.53 1.57 -0.52
C 0.0797 3.6243 1.0988 -0.13 0.42 -0.04
O 0.6663 3.8194 2.1442 -0.18 0.07 -0.30
N -0.5937 4.5707 0.3832 0.24 -0.69 0.14
C -1.2691 4.2563 -0.8582 0.13 0.36 0.43
C -0.6338 5.9329 0.8817 0.18 -0.04 0.27
H 0.0476 2.6245 0.6311 -0.04 -0.07 -0.12
H -0.8404 4.8629 -1.6608 -0.17 -0.10 -0.15
H -2.3330 4.4872 -0.7539 -0.03 -0.04 -0.23
H -1.1549 3.2043 -1.1061 0.07 0.24 0.30
H 0.3869 6.3123 0.9701 -0.13 0.11 0.07
H -1.0960 5.9388 1.8715 0.07 0.16 -0.05
H -1.2050 6.5710 0.2064 0.05 -0.16 0.02
C 2.5325 -0.9109 2.6945 0.30 0.54 0.52
O 2.1889 -0.7871 1.5296 -0.06 0.19 -0.05
N 3.0465 0.0782 3.4740 -0.34 -0.95 -0.46
C 3.4318 -0.1501 4.8535 0.01 0.34 -0.01
C 3.2150 1.4032 2.9091 -0.16 -0.09 -0.27
H 2.4470 -1.8750 3.2222 0.03 0.03 0.06
H 2.8479 0.5106 5.4988 0.14 -0.13 0.09
H 4.4957 0.0739 4.9666 -0.03 -0.09 0.15
H 3.2512 -1.1866 5.1444 0.01 0.06 -0.13
H 2.2440 1.7775 2.5753 0.15 0.18 0.02
H 3.8826 1.3420 2.0460 -0.02 0.13 0.04
H 3.6347 2.0842 3.6498 -0.10 -0.15 -0.02
C 1.7702 -4.0761 -7.0487 0.06 -0.42 0.21
O 2.3308 -3.0289 -6.7794 -0.04 -0.18 0.23
N 1.8830 -5.2345 -6.3399 -0.24 0.59 -0.54
C 1.1827 -6.4442 -6.7241 0.17 0.04 0.19
C 2.7311 -5.2579 -5.1639 0.08 0.27 -0.11
H 1.1033 -4.1671 -7.9216 0.00 -0.09 0.02
H 0.5245 -6.7499 -5.9068 -0.03 -0.15 -0.13
H 1.9136 -7.2329 -6.9182 -0.18 -0.09 -0.03
H 0.5854 -6.2816 -7.6224 0.09 0.06 0.09
H 2.3702 -4.5163 -4.4467 0.15 -0.09 0.08
H 3.7519 -4.9971 -5.4529 -0.02 -0.02 0.19
H 2.7214 -6.2468 -4.7047 -0.06 0.09 -0.12
C 1.1831 0.5030 8.0377 -0.24 -0.36 0.03
O 1.3975 1.2332 7.0872 -0.15 -0.25 0.01
N 0.4895 -0.6693 7.9887 0.44 0.63 0.22
C 0.2744 -1.4871 9.1660 -0.08 -0.03 -0.25
C -0.0508 -1.1122 6.7181 0.11 0.25 -0.09
H 1.5493 0.7466 9.0483 -0.05 -0.08 0.02
H 0.7147 -2.4735 9.0001 -0.08 -0.02 0.19
H -0.8000 -1.5911 9.3365 0.08 -0.11 0.15
H 0.7336 -1.0341 10.0459 -0.02 0.02 -0.14
H 0.7668 -1.2319 6.0029 -0.17 -0.03 -0.09
H -0.7398 -0.3540 6.3379 0.03 -0.13 -0.12
H -0.5769 -2.0601 6.8354 0.09 0.11 0.08
```
Forces are in eV/Å.

The calculated total energy comes out at -65323.034 eV. As for the LUMO energy: -4.377 eV. The total charge is +1.